[1]
{"formula": "C38H48BF10NO31P", "method": "ωB97M-V/def2-TZVPD", "mol_weight_g_mol": 1246.54, "orbital_gap_ha": 0.3056, "e_homo_ev": -11.7, "lumo_ev": -3.390, "charge": 1, "elements": ["C", "C", "P", "C", "C", "N", "C", "C", "B", "C", "O", "C", "H", "H", "H", "H", "H", "H", "H", "H", "H", "H", "H", "H", "H", "H", "H", "H", "H", "H", "C", "C", "O", "C", "O", "O", "F", "H", "H", "H", "C", "C", "O", "C", "O", "O", "F", "H", "H", "H", "C", "C", "O", "C", "O", "O", "F", "H", "H", "H", "C", "C", "O", "C", "O", "O", "F", "H", "H", "H", "C", "C", "O", "C", "O", "O", "F", "H", "H", "H", "C", "C", "O", "C", "O", "O", "F", "H", "H", "H", "C", "C", "O", "C", "O", "O", "F", "H", "H", "H", "C", "C", "O", "C", "O", "O", "F", "H", "H", "H", "C", "C", "O", "C", "O", "O", "F", "H", "H", "H", "C", "C", "O", "C", "O", "O", "F", "H", "H", "H"], "positions_angstrom": [[6.11, 1.35, 1.70], [5.59, 0.18, 2.55], [4.59, -1.13, 1.69], [5.19, -1.35, -0.06], [2.80, -0.56, 1.43], [2.01, -1.31, 2.12], [0.60, -1.02, 1.95], [0.55, -0.03, 0.77], [-0.68, 1.00, 0.69], [-1.91, 0.90, 1.68], [-0.66, 1.98, -0.32], [2.07, 0.50, 0.61], [6.94, 1.83, 2.24], [5.30, 2.08, 1.59], [6.51, 1.05, 0.73], [5.01, 0.54, 3.41], [6.44, -0.37, 2.99], [5.53, -0.43, -0.53], [4.31, -1.68, -0.64], [5.92, -2.18, -0.11], [2.39, -2.04, 2.72], [0.20, -1.95, 1.52], [-0.03, -0.86, 2.83], [0.36, -0.67, -0.11], [-2.80, 0.43, 1.25], [-2.21, 1.92, 1.97], [-1.65, 0.34, 2.59], [-0.84, 1.54, -1.16], [2.04, 1.49, 1.08], [2.31, 0.57, -0.45], [7.25, -6.30, 1.11], [7.24, -5.99, -0.36], [6.91, -4.60, -0.37], [7.37, -4.07, 0.81], [7.44, -2.90, 1.02], [7.69, -5.05, 1.68], [6.25, -6.62, -1.07], [6.25, -6.53, 1.50], [7.92, -7.11, 1.36], [8.20, -6.18, -0.85], [5.08, -4.37, -3.04], [5.52, -4.74, -4.43], [5.11, -3.61, -5.21], [5.14, -2.55, -4.35], [5.17, -1.40, -4.65], [5.20, -2.96, -3.07], [4.90, -5.85, -4.88], [4.04, -4.67, -2.86], [5.69, -4.78, -2.26], [6.60, -4.87, -4.55], [-4.64, -1.22, 3.98], [-3.65, -1.59, 5.04], [-2.78, -2.49, 4.36], [-2.80, -2.14, 3.05], [-2.00, -2.49, 2.24], [-3.84, -1.32, 2.79], [-4.23, -2.23, 6.08], [-5.46, -1.94, 3.92], [-5.03, -0.21, 4.10], [-3.06, -0.74, 5.42], [-1.94, 3.23, 6.07], [-2.97, 3.52, 7.12], [-4.18, 3.11, 6.49], [-3.84, 2.13, 5.62], [-4.61, 1.37, 5.12], [-2.51, 2.09, 5.41], [-3.05, 4.84, 7.39], [-1.83, 4.05, 5.36], [-0.96, 2.99, 6.49], [-2.84, 2.97, 8.05], [-5.76, -1.05, 0.22], [-7.24, -1.05, 0.51], [-7.66, 0.20, -0.02], [-6.80, 0.49, -1.03], [-7.01, 1.32, -1.86], [-5.70, -0.28, -0.99], [-7.49, -1.08, 1.84], [-5.20, -0.55, 1.00], [-5.36, -2.05, 0.07], [-7.80, -1.86, 0.02], [4.88, 1.42, -3.31], [3.76, 2.41, -3.44], [4.43, 3.65, -3.46], [5.66, 3.42, -3.99], [6.39, 4.26, -4.39], [5.94, 2.09, -3.99], [2.93, 2.37, -2.35], [5.16, 1.27, -2.26], [4.67, 0.45, -3.75], [3.17, 2.30, -4.34], [-0.51, -5.21, 2.54], [-1.18, -6.42, 3.13], [-0.20, -7.43, 2.94], [1.01, -6.81, 2.95], [2.05, -7.36, 3.08], [0.87, -5.47, 2.80], [-2.30, -6.76, 2.45], [-0.67, -5.14, 1.46], [-0.83, -4.28, 3.00], [-1.41, -6.34, 4.19], [-6.13, 3.61, 0.83], [-5.63, 5.03, 0.89], [-4.77, 4.99, 2.03], [-4.29, 3.73, 2.13], [-3.38, 3.41, 2.83], [-5.01, 2.87, 1.36], [-6.62, 5.90, 1.13], [-6.99, 3.45, 1.48], [-6.38, 3.28, -0.17], [-5.06, 5.35, 0.01], [1.83, 5.08, -6.18], [0.35, 4.86, -6.17], [0.24, 3.49, -6.52], [1.38, 2.89, -6.09], [1.52, 1.71, -5.98], [2.33, 3.80, -5.80], [-0.28, 5.61, -7.10], [2.20, 5.33, -7.18], [2.16, 5.85, -5.49], [-0.12, 5.02, -5.20], [-6.12, 3.67, -4.15], [-6.09, 3.11, -5.55], [-7.36, 3.49, -6.05], [-7.71, 4.64, -5.40], [-8.58, 5.37, -5.75], [-6.94, 4.83, -4.30], [-6.01, 1.74, -5.56], [-6.58, 2.99, -3.44], [-5.13, 3.94, -3.78], [-5.31, 3.52, -6.19]], "lowdin_charge": [-0.142, -0.409, 1.012, -0.251, -0.282, 0.075, -0.115, -0.143, -0.401, 0.033, 0.114, -0.029, 0.078, 0.070, 0.055, 0.074, 0.074, 0.025, 0.037, 0.011, 0.143, 0.123, 0.121, 0.149, 0.078, 0.057, 0.047, 0.112, 0.135, 0.114, -0.030, -0.283, 0.093, -0.531, 0.139, 0.096, 0.069, 0.152, 0.146, 0.179, -0.061, -0.291, 0.151, -0.534, 0.175, 0.063, 0.089, 0.154, 0.096, 0.179, -0.036, -0.296, 0.141, -0.552, 0.128, 0.042, 0.097, 0.152, 0.113, 0.164, -0.043, -0.305, 0.158, -0.544, 0.150, 0.058, 0.092, 0.147, 0.141, 0.177, -0.049, -0.298, 0.143, -0.550, 0.165, 0.085, 0.080, 0.120, 0.147, 0.179, -0.051, -0.304, 0.131, -0.546, 0.188, 0.092, 0.053, 0.128, 0.110, 0.135, -0.065, -0.307, 0.142, -0.550, 0.183, 0.057, 0.081, 0.149, 0.107, 0.178, -0.032, -0.299, 0.152, -0.526, 0.146, 0.069, 0.095, 0.154, 0.128, 0.177, -0.040, -0.311, 0.143, -0.547, 0.177, 0.052, 0.086, 0.153, 0.147, 0.174, -0.062, -0.300, 0.136, -0.544, 0.193, 0.068, 0.062, 0.112, 0.136, 0.172]}



[2]
{"formula": "C2H7ClN2O", "method": "ωB97M-V/def2-TZVPD", "mol_weight_g_mol": 110.54, "orbital_gap_ha": 0.3409, "e_homo_ev": -9.2, "lumo_ev": 0.100, "de_lowest_kj_mol": 100.17, "elements": ["C", "C", "N", "N", "O", "Cl", "H", "H", "H", "H", "H", "H", "H"], "positions_angstrom": [[-0.11, 1.78, 0.78], [1.23, -1.92, -0.22], [-0.69, 0.77, -0.04], [-0.24, -0.23, -0.44], [1.00, -0.61, 0.00], [-3.00, 0.44, -1.80], [-0.04, 1.51, 1.85], [0.87, 1.98, 0.52], [-0.81, 2.57, 0.71], [0.35, -2.54, 0.10], [1.88, -2.36, 0.51], [1.36, -2.06, -1.26], [-1.80, 0.68, -0.70]], "nbo_charge": [-0.478, -0.275, -0.180, 0.236, -0.377, -0.612, 0.238, 0.234, 0.238, 0.188, 0.217, 0.199, 0.374]}



[3]
{"formula": "C18H43CeF6NO6S2Si2", "method": "ωB97M-V/def2-TZVPD", "spin_multiplicity": 2, "s2": 0.751, "mol_weight_g_mol": 743.95, "orbital_gap_ha": [0.2786, 0.2776], "e_homo_ev": [-9.8, -9.7], "lumo_ev": [-2.171, -2.173], "de_lowest_kj_mol": 307.62, "charge": 1, "elements": ["O", "O", "C", "C", "H", "H", "H", "H", "H", "C", "C", "H", "H", "H", "H", "H", "C", "C", "C", "H", "H", "H", "H", "H", "C", "H", "H", "H", "H", "H", "H", "Ce", "C", "Si", "H", "H", "C", "C", "C", "C", "Si", "H", "H", "C", "C", "C", "H", "H", "H", "H", "H", "H", "H", "H", "H", "H", "H", "H", "H", "H", "H", "H", "H", "H", "F", "C", "F", "F", "S", "O", "O", "N", "S", "O", "O", "C", "F", "F", "F"], "positions_angstrom": [[-0.75, 4.02, -0.09], [-0.25, 4.55, -2.30], [-1.97, 3.77, 0.76], [-1.72, 2.85, 1.94], [-2.69, 3.31, 0.09], [-2.35, 4.74, 1.13], [-1.37, 1.85, 1.63], [-2.68, 2.70, 2.45], [-1.05, 3.24, 2.70], [0.59, 3.73, 0.43], [1.15, 4.93, 1.12], [1.17, 3.45, -0.44], [0.51, 2.81, 1.00], [1.27, 5.76, 0.40], [2.15, 4.67, 1.51], [0.49, 5.22, 1.93], [1.01, 4.69, -3.35], [-1.11, 5.79, -2.40], [2.26, 4.81, -2.56], [0.67, 5.62, -3.85], [0.92, 3.81, -4.00], [2.23, 5.66, -1.88], [3.09, 4.99, -3.25], [2.50, 3.87, -2.01], [-0.33, 6.95, -1.82], [-1.99, 5.54, -1.82], [-1.34, 5.83, -3.47], [0.08, 6.76, -0.82], [-1.03, 7.78, -1.78], [0.47, 7.23, -2.50], [-0.30, 4.39, -1.25], [-0.82, -0.54, -2.16], [-0.86, 1.55, -2.12], [-2.12, 2.02, -3.44], [0.14, 1.98, -2.22], [-1.12, 1.71, -1.04], [-3.61, 2.99, -2.82], [-2.68, 0.34, -4.07], [-1.47, 2.97, -4.95], [-2.69, -0.63, -0.82], [-3.33, -2.38, -0.88], [-3.48, 0.13, -1.03], [-2.33, -0.44, 0.22], [-4.09, -2.80, -2.58], [-4.66, -2.65, 0.42], [-1.86, -3.55, -0.55], [-2.15, 2.90, -5.81], [-0.51, 2.58, -5.28], [-1.32, 4.05, -4.80], [-4.25, 2.35, -2.20], [-4.24, 3.40, -3.62], [-3.32, 3.84, -2.19], [-3.15, -0.34, -3.34], [-1.91, -0.24, -4.62], [-3.47, 0.54, -4.80], [-5.39, -1.82, 0.44], [-4.18, -2.73, 1.42], [-5.18, -3.59, 0.19], [-1.22, -3.15, 0.25], [-1.23, -3.73, -1.44], [-2.29, -4.50, -0.21], [-4.42, -3.85, -2.51], [-3.36, -2.71, -3.41], [-4.96, -2.17, -2.80], [-0.14, -0.63, 3.04], [0.72, -1.36, 2.29], [1.76, -1.75, 3.05], [0.07, -2.48, 1.88], [1.23, -0.37, 0.80], [-0.04, -0.24, 0.04], [1.81, 0.84, 1.22], [2.24, -1.37, 0.04], [1.89, -1.57, -1.51], [0.73, -2.46, -1.76], [1.61, -0.31, -2.21], [3.38, -2.46, -2.18], [4.51, -1.80, -1.87], [3.43, -3.70, -1.63], [3.30, -2.58, -3.52]], "lowdin_spin": [0.000, 0.000, 0.000, 0.000, 0.000, 0.000, 0.000, 0.000, 0.000, 0.000, 0.000, 0.000, 0.000, 0.000, 0.000, 0.000, 0.000, 0.000, 0.000, 0.000, 0.000, 0.000, 0.000, 0.000, 0.000, 0.000, 0.000, 0.000, 0.000, 0.000, 0.000, 1.017, -0.005, -0.001, -0.001, 0.000, 0.000, 0.001, 0.000, -0.006, -0.001, 0.000, 0.000, 0.001, 0.000, 0.000, 0.000, 0.000, 0.000, 0.000, 0.000, 0.000, 0.000, 0.000, 0.000, 0.000, 0.000, 0.000, 0.000, 0.000, 0.000, 0.000, 0.000, 0.000, 0.000, 0.000, 0.000, 0.000, 0.000, 0.000, 0.000, 0.000, 0.000, -0.001, -0.001, 0.000, 0.000, 0.000, 0.000]}



[4]
{"formula": "C27H23BrCl2F4N3OV", "method": "ωB97M-V/def2-TZVPD", "spin_multiplicity": 3, "s2": 2.022, "mol_weight_g_mol": 683.25, "orbital_gap_ha": [0.2846, 0.3017], "e_homo_ev": [-7.7, -8.0], "lumo_ev": [0.016, 0.198], "de_lowest_kj_mol": 150.98, "elements": ["V", "C", "C", "N", "C", "C", "C", "C", "N", "C", "C", "F", "C", "F", "C", "C", "F", "C", "F", "H", "H", "H", "H", "H", "H", "H", "H", "H", "H", "H", "H", "H", "H", "H", "Cl", "C", "C", "C", "Cl", "C", "C", "C", "C", "N", "C", "C", "O", "H", "H", "H", "H", "Br", "C", "C", "C", "C", "C", "C", "H", "H", "H", "H"], "positions_angstrom": [[0.11, 0.45, 0.54], [2.84, 2.50, 0.66], [1.51, 3.19, 0.40], [0.39, 2.54, 1.12], [0.57, 2.57, 2.59], [0.92, 3.93, 3.20], [-0.90, 3.16, 0.72], [-2.09, 2.27, 1.10], [-1.64, 0.90, 1.27], [-2.55, -0.07, 1.64], [-2.11, -1.10, 2.48], [-0.84, -1.07, 2.92], [-2.94, -2.11, 2.90], [-2.46, -3.05, 3.73], [-4.27, -2.17, 2.51], [-4.72, -1.17, 1.67], [-5.99, -1.19, 1.25], [-3.89, -0.15, 1.23], [-4.39, 0.75, 0.37], [3.60, 2.90, -0.01], [2.77, 1.43, 0.48], [3.19, 2.65, 1.68], [1.27, 3.14, -0.66], [1.56, 4.25, 0.67], [1.35, 1.85, 2.84], [-0.35, 2.19, 3.02], [1.92, 4.25, 2.93], [0.87, 3.85, 4.28], [0.21, 4.71, 2.90], [-0.87, 3.30, -0.35], [-1.01, 4.15, 1.19], [-2.82, 2.37, 0.29], [-2.58, 2.64, 2.01], [-4.92, -2.96, 2.84], [3.21, -1.39, 1.93], [2.76, -2.45, 0.63], [3.64, -3.46, 0.22], [3.30, -4.27, -0.82], [4.41, -5.52, -1.31], [2.08, -4.11, -1.52], [1.68, -4.89, -2.62], [0.48, -4.64, -3.22], [-0.32, -3.59, -2.72], [0.00, -2.85, -1.70], [1.19, -3.09, -1.09], [1.54, -2.24, 0.01], [0.72, -1.29, 0.38], [4.58, -3.59, 0.74], [2.33, -5.68, -2.97], [0.15, -5.21, -4.07], [-1.28, -3.38, -3.19], [-0.43, 1.22, -6.14], [-0.28, 1.07, -4.25], [-1.43, 0.98, -3.49], [-1.31, 0.86, -2.11], [-0.07, 0.85, -1.48], [1.07, 0.95, -2.29], [0.97, 1.06, -3.67], [-2.40, 0.98, -3.96], [-2.22, 0.76, -1.52], [2.06, 0.93, -1.85], [1.86, 1.13, -4.28]], "nbo_charge": [1.607, -0.617, -0.221, -0.504, -0.226, -0.635, -0.225, -0.237, -0.782, 0.049, 0.286, -0.290, 0.353, -0.301, -0.354, 0.338, -0.304, 0.317, -0.316, 0.234, 0.211, 0.213, 0.227, 0.192, 0.206, 0.228, 0.209, 0.231, 0.210, 0.228, 0.198, 0.213, 0.187, 0.251, 0.024, -0.100, -0.228, -0.025, -0.003, -0.126, -0.145, -0.253, 0.063, -0.400, 0.177, 0.296, -0.820, 0.241, 0.231, 0.222, 0.193, 0.042, -0.084, -0.232, -0.223, -0.412, -0.237, -0.243, 0.225, 0.210, 0.202, 0.225]}



- Number 3 is which compound?
  C18H43CeF6NO6S2Si2